## i
ORCA calculation (the ωB97M-V functional and the def2-TZVPD basis) on a single C4H8ClN molecule.

Positions of all 14 atoms, in Å:
Cl 1.94 1.09 0.95
N -2.27 -0.66 0.94
C 0.89 0.48 -0.42
C -0.80 -0.82 1.20
C -0.10 -0.40 -0.19
C 1.66 0.82 -1.62
H -0.31 -0.25 1.97
H -0.71 -0.57 -1.06
H -2.79 -0.86 1.86
H -2.44 0.33 0.72
H -0.75 -1.89 1.20
H 2.23 1.86 -1.41
H 2.55 0.01 -1.62
H 0.89 0.86 -2.52

Output
Charge ... 0
Multiplicity ... 1
E_HOMO ... -9.36 eV
SMILES ... C/C(Cl)=C/CN

---

## ii
ORCA calculation (the ωB97M-V functional and the def2-TZVPD basis) on a single C4H8ClN molecule.

Positions of all 14 atoms, in Å:
Cl -3.66 -0.12 -0.19
N 0.88 1.39 -0.34
C 1.47 -1.12 -0.25
C 0.47 0.10 0.28
C -2.00 0.39 0.26
C -0.93 -0.35 0.21
H 2.41 -0.94 0.13
H 0.96 2.11 0.36
H -1.10 -1.43 -0.06
H 1.10 -2.06 0.20
H -2.20 1.45 0.46
H 1.48 -1.15 -1.29
H 0.42 1.57 -1.18
H 0.72 0.17 1.41

Output
Charge ... 0
Multiplicity ... 1
E_HOMO ... -9.14 eV
SMILES ... C[C@@H](N)/C=C/Cl

---

## iii
ORCA calculation (the ωB97M-V functional and the def2-TZVPD basis) on a single C4H8ClN molecule.

Positions of all 14 atoms, in Å:
Cl -2.92 -0.37 0.10
N 0.10 -1.26 0.87
C 0.40 -1.43 -0.51
C 1.05 0.96 0.11
C -1.45 0.63 -0.04
C 0.04 -0.09 -0.09
H -0.08 -2.33 -1.04
H -1.70 1.19 0.76
H 1.16 -1.00 1.14
H 0.67 1.72 0.89
H 1.60 -1.21 -0.74
H 1.90 0.53 0.38
H -1.68 1.24 -0.94
H 0.89 1.41 -0.88

Output
Charge ... 0
Multiplicity ... 1
E_HOMO ... -10.18 eV
SMILES ... C[C@@]1(CCl)CN1

---

Which structure above is the least stable one? iii is the least stable one.